Here is one molecule with the formula C3H6N2O from OMol25. Energies are from ωB97M-V/def2-TZVPD.

Each atom is followed by the atoms it is bonded to, with distances in Å.
Atoms and positions in Å:
1 H -0.395 -1.454 -1.468  N2 1.017
2 N -0.945 -1.090 -0.693  H1 1.017, C3 1.285
3 C -0.681 0.030 -0.121  N2 1.285, C4 1.497, N6 1.351
4 C -1.833 0.884 0.310  C3 1.497, O5 1.209, H8 1.103
5 O -1.691 1.970 0.822  C4 1.209
6 N 0.524 0.496 0.272  C3 1.351, C7 1.422, H9 1.010
7 C 1.612 -0.399 0.080  N6 1.422, H10 1.102, H11 1.085, H12 1.162
8 H -2.810 0.426 0.085  C4 1.103
9 H 0.560 1.286 0.901  N6 1.010
10 H 2.122 -0.804 0.969  C7 1.102
11 H 2.415 -0.111 -0.592  C7 1.085
12 H 1.123 -1.234 -0.564  C7 1.162

The SMILES is [H]/N=C(/C=O)NC. The value obtained for the energy relative to the best compared isomer or geometry (same formula, charge and spin) is 51.2 kcal per mole.

***

Here is one molecule with the formula C3H6N2O2 from OMol25. Energies are from ωB97M-V/def2-TZVPD.

Each atom is followed by the atoms it is bonded to, with distances in Å.
Atoms and positions in Å:
1 H -1.044 1.729 -1.819  N2 1.029
2 N -1.483 0.896 -1.403  H1 1.029, C3 1.262
3 C -0.596 0.331 -0.705  N2 1.262, N4 1.385, O7 1.479
4 N -0.604 -0.764 0.142  C3 1.385, C5 1.396, H9 1.061
5 C -1.664 -1.251 0.910  N4 1.396, O6 1.207, H10 1.104
6 O -1.461 -2.046 1.795  C5 1.207
7 O 0.772 0.877 -0.834  C3 1.479, C8 1.413
8 C 1.884 0.622 0.000  O7 1.413, H11 1.153, H12 1.110, H13 1.108
9 H 0.358 -0.973 0.539  N4 1.061
10 H -2.662 -0.858 0.652  C5 1.104
11 H 1.768 -0.381 0.557  C8 1.153
12 H 1.958 1.401 0.788  C8 1.110
13 H 2.776 0.418 -0.623  C8 1.108

The SMILES is [H]/N=C(/NC=O)OC. The value obtained for the energy relative to the best compared isomer or geometry (same formula, charge and spin) is 54.6 kcal per mole.

***

Here is one molecule with the formula C3H6N2O2 from OMol25. Energies are from ωB97M-V/def2-TZVPD.

Each atom is followed by the atoms it is bonded to, with distances in Å.
Atoms and positions in Å:
1 H 1.609 1.517 -1.612  N2 1.014
2 N 1.071 0.851 -1.069  H1 1.014, C3 1.266
3 C 1.706 0.530 -0.021  N2 1.266, O4 1.327, H9 1.094
4 O 1.262 -0.277 0.935  C3 1.327, C5 1.439
5 C -0.078 -0.792 1.033  O4 1.439, C6 1.547, H10 1.094, H11 1.088
6 C -1.313 -0.135 0.371  C5 1.547, N7 1.367, O8 1.218
7 N -1.496 -0.309 -0.972  C6 1.367, H12 1.012, H13 1.015
8 O -2.169 0.321 1.107  C6 1.218
9 H 2.710 0.872 0.247  C3 1.094
10 H -0.052 -1.844 0.735  C5 1.094
11 H -0.286 -0.729 2.099  C5 1.088
12 H -2.306 0.186 -1.321  N7 1.012
13 H -0.656 -0.191 -1.530  N7 1.015

The SMILES is [H]/N=C/OCC(N)=O. The value obtained for the energy relative to the best compared isomer or geometry (same formula, charge and spin) is 38.7 kcal per mole.

***

Here is a 2-piece molecular cluster, C3H6N2O2 overall from OMol25. Energies are from ωB97M-V/def2-TZVPD.

Each atom is followed by the atoms it is bonded to, with distances in Å.
Atoms and positions in Å:
1 H -3.420 0.179 0.603  N2 1.020
2 N -2.590 -0.414 0.601  H1 1.020, C3 1.252
3 C -1.623 0.163 0.055  N2 1.252, O4 1.348, C5 1.429
4 O -1.262 1.311 -0.553  C3 1.348, C5 1.474
5 C -0.266 0.237 -0.386  C3 1.429, O4 1.474, O6 1.377, H10 1.085
6 O 0.706 0.491 0.556  C5 1.377, C7 1.361
7 C 1.963 0.735 0.094  O6 1.361, N8 1.258, H11 1.092
8 N 2.263 0.715 -1.127  C7 1.258, H9 1.016
9 H 3.252 0.904 -1.261  N8 1.016
10 H 0.099 -0.177 -1.320  C5 1.085
11 H 2.615 0.931 0.948  C7 1.092
12 H -1.193 -2.354 0.921  H13 0.746
13 H -0.545 -2.721 0.870  H12 0.746

The SMILES is [H]/N=C1\O[C@H]1O/C=N/[H].[H][H]. The value obtained for the energy relative to the best compared isomer or geometry (same formula, charge and spin) is 101.3 kcal per mole.

***

Here is one molecule with the formula C3H6N2O2 from OMol25. Energies are from ωB97M-V/def2-TZVPD.

Each atom is followed by the atoms it is bonded to, with distances in Å.
Atoms and positions in Å:
1 C -0.971 -1.509 0.040  N2 1.443, H8 1.193, H9 1.098, H10 1.059
2 N 0.087 -0.694 0.585  C1 1.443, N3 1.438, H11 1.030
3 N 0.437 0.550 -0.046  N2 1.438, C4 1.397, C6 1.437
4 C 1.761 0.982 -0.153  N3 1.397, O5 1.226, H12 1.077
5 O 2.626 0.119 -0.064  C4 1.226
6 C -0.649 1.488 -0.127  N3 1.437, O7 1.174, H13 1.031
7 O -1.783 1.188 -0.098  C6 1.174
8 H -2.060 -1.048 0.192  C1 1.193
9 H -0.793 -1.947 -0.951  C1 1.098
10 H -1.116 -2.348 0.670  C1 1.059
11 H 0.919 -1.287 0.453  N2 1.030
12 H 1.869 2.053 -0.197  C4 1.077
13 H -0.328 2.452 -0.304  C6 1.031

The SMILES is CNN(C=O)C=O. The value obtained for the energy relative to the best compared isomer or geometry (same formula, charge and spin) is 74.2 kcal per mole.

***

Here is one molecule with the formula C3H6N2O2 from OMol25. Energies are from ωB97M-V/def2-TZVPD.

Each atom is followed by the atoms it is bonded to, with distances in Å.
Atoms and positions in Å:
1 H 2.282 -0.638 0.966  N2 1.016
2 N 2.472 -0.124 0.112  H1 1.016, C3 1.275
3 C 1.432 0.260 -0.518  N2 1.275, N4 1.474, H9 1.098
4 N 0.060 0.215 0.017  C3 1.474, C5 1.452, C6 1.358
5 C -0.378 -0.186 1.342  N4 1.452, H10 1.090, H11 1.095, H12 1.095
6 C -0.812 0.198 -1.025  N4 1.358, O7 1.235, O8 1.347
7 O -0.432 0.228 -2.200  C6 1.235
8 O -2.108 -0.024 -0.731  C6 1.347, H13 0.978
9 H 1.577 0.881 -1.412  C3 1.098
10 H 0.460 -0.356 2.018  C5 1.090
11 H -1.038 0.593 1.738  C5 1.095
12 H -0.960 -1.112 1.290  C5 1.095
13 H -2.555 0.063 -1.597  O8 0.978

The SMILES is [H]/N=C\N(C)C(=O)O. The value obtained for the energy relative to the best compared isomer or geometry (same formula, charge and spin) is 32.7 kcal per mole.

***

Here is one molecule with the formula C3H6N2O2 from OMol25. Energies are from ωB97M-V/def2-TZVPD.

Each atom is followed by the atoms it is bonded to, with distances in Å.
Atoms and positions in Å:
1 C -1.343 -0.009 -1.719  N2 1.480, H8 1.100, H9 1.084, H10 1.095
2 N -0.136 -0.086 -0.867  C1 1.480, C3 1.355, H11 1.018
3 C -0.420 -0.015 0.456  N2 1.355, O4 1.221, N5 1.404
4 O -1.578 0.031 0.840  C3 1.221
5 N 0.573 -0.008 1.448  C3 1.404, C6 1.371, H12 1.013
6 C 1.943 0.025 1.476  N5 1.371, O7 1.209, H13 1.104
7 O 2.560 0.059 2.515  C6 1.209
8 H -2.203 -0.493 -1.233  C1 1.100
9 H -1.155 -0.512 -2.660  C1 1.084
10 H -1.633 1.034 -1.883  C1 1.095
11 H 0.817 -0.063 -1.223  N2 1.018
12 H 0.137 0.020 2.362  N5 1.013
13 H 2.438 0.018 0.489  C6 1.104

The SMILES is CNC(=O)NC=O. The value obtained for the energy relative to the best compared isomer or geometry (same formula, charge and spin) is 17.9 kcal per mole.

***

Here is one molecule with the formula C3H6N2O2 from OMol25. Energies are from ωB97M-V/def2-TZVPD.

Each atom is followed by the atoms it is bonded to, with distances in Å.
Atoms and positions in Å:
1 H -1.832 -0.509 -1.845  N2 1.012
2 N -1.141 -0.127 -1.211  H1 1.012, C3 1.267
3 C -1.686 0.489 -0.247  N2 1.267, O4 1.337, H9 1.093
4 O -0.976 1.069 0.726  C3 1.337, C5 1.424
5 C 0.434 0.937 0.583  O4 1.424, C6 1.535, H10 1.094, H11 1.091
6 C 0.877 -0.517 0.792  C5 1.535, N7 1.369, O8 1.214
7 N 1.642 -1.022 -0.225  C6 1.369, H12 1.012, H13 1.013
8 O 0.615 -1.117 1.815  C6 1.214
9 H -2.754 0.642 -0.071  C3 1.093
10 H 0.738 1.322 -0.396  C5 1.094
11 H 0.862 1.553 1.376  C5 1.091
12 H 1.830 -2.013 -0.144  N7 1.012
13 H 1.390 -0.708 -1.154  N7 1.013

The SMILES is [H]/N=C/OCC(N)=O. The value obtained for the energy relative to the best compared isomer or geometry (same formula, charge and spin) is 30.1 kcal per mole.

***

no.,LUMO level (eV)
1,0.04
2,0.66
3,0.78
4,0.87
5,0.80
6,0.60
7,0.64
8,0.94